DFT (ωB97M-V/def2-TZVPD) results for a 15-piece molecular cluster, C28H68N14O31 overall at a distorted geometry.

CARTESIAN COORDINATES (ANGSTROEM)
C1 0.9714 -5.0290 0.6312
O1 -0.1539 -4.4372 -0.1089
C2 -0.9482 -5.4463 -0.8261
C3 -2.3372 -4.8765 -1.5019
C4 -2.2187 -3.3766 -2.1537
C5 -2.0878 -3.3347 -3.7871
C6 -0.9472 -4.3257 -4.4217
C7 0.6035 -3.8702 -4.1480
C8 0.8687 -2.2526 -4.1676
C9 0.9926 -1.5824 -2.6407
C10 -0.0433 -0.3219 -2.4814
C11 0.5089 0.9235 -1.5698
C12 1.4456 2.0610 -2.2889
O2 2.8173 1.8538 -1.7994
C13 2.8597 1.0926 -0.5336
O3 3.9896 0.8065 0.1375
C14 1.2961 0.6369 -0.1607
H1 2.0310 -4.7595 0.1528
H2 0.8862 -6.1942 0.7019
H3 0.9834 -4.4908 1.6968
H4 -1.2746 -6.2844 -0.0573
H5 -0.3608 -6.0026 -1.6921
H6 -2.7238 -5.6001 -2.3689
H7 -3.1807 -4.8737 -0.6896
H8 -3.2421 -2.8208 -1.8903
H9 -1.3736 -2.7305 -1.6616
H10 -3.1363 -3.7098 -4.2174
H11 -1.9832 -2.2174 -4.1872
H12 -1.0711 -5.4056 -3.9306
H13 -1.1199 -4.4841 -5.5768
H14 1.2549 -4.3487 -5.0230
H15 0.9690 -4.4098 -3.1515
H16 1.9535 -2.0992 -4.6422
H17 0.1387 -1.6432 -4.8687
H18 0.8439 -2.4165 -1.8007
H19 2.1142 -1.2061 -2.4893
H20 -1.1087 -0.6055 -2.0806
H21 -0.2127 0.1131 -3.5748
H22 -0.4713 1.5360 -1.3263
H23 1.1833 3.1753 -1.9971
H24 1.1919 1.9229 -3.4228
H25 1.1394 -0.4442 0.2603
H26 1.0454 1.4510 0.6750
C15 0.3536 6.6358 -1.0139
N1 -0.5593 5.4626 -0.9505
O4 -1.5666 5.5670 -0.2411
O5 -0.2387 4.4701 -1.6147
H27 -0.0500 7.4319 -0.3849
H28 1.3306 6.3132 -0.6483
H29 0.4057 6.9568 -2.0564
C16 0.1722 -1.3111 3.7739
N2 -0.3572 -2.6098 4.2708
O6 0.4649 -3.4341 4.6872
O7 -1.5833 -2.7650 4.2286
H30 1.2600 -1.3132 3.8697
H31 -0.1226 -1.2140 2.7270
H32 -0.2673 -0.5204 4.3855
C17 2.2271 6.5697 2.6560
N3 2.3198 7.5978 1.5845
O8 2.6469 7.2116 0.4564
O9 2.0616 8.7635 1.9064
H33 2.4793 5.5950 2.2332
H34 2.9359 6.8454 3.4395
H35 1.2008 6.5743 3.0292
C18 0.4680 -2.8647 -8.3691
N4 -0.0615 -4.1634 -7.8722
O10 0.7607 -4.9876 -7.4558
O11 -1.2875 -4.3185 -7.9143
H36 1.5557 -2.8667 -8.2733
H37 0.1731 -2.7675 -9.4160
H38 0.0284 -2.0740 -7.7575
C19 -4.5771 -4.2141 -8.1299
N5 -5.6066 -3.2675 -8.6378
O12 -6.2718 -2.6506 -7.7978
O13 -5.7178 -3.1708 -9.8656
H39 -4.5898 -4.1973 -7.0382
H40 -4.8308 -5.2083 -8.5034
H41 -3.6085 -3.8823 -8.5095
C20 6.4014 0.0041 -1.7792
N6 6.9895 -0.5039 -3.0480
O14 6.7119 0.1085 -4.0856
O15 7.7131 -1.5033 -2.9663
H42 5.7906 0.8821 -1.9996
H43 5.7894 -0.7952 -1.3564
H44 7.2274 0.2659 -1.1147
C21 3.1058 1.4552 4.4038
N7 1.8083 1.5728 5.1225
O16 0.8030 1.1355 4.5509
O17 1.8359 2.1010 6.2403
H45 2.9329 0.9740 3.4390
H46 3.4992 2.4645 4.2666
H47 3.7716 0.8500 5.0227
C22 -1.2919 2.9586 8.0690
N8 -0.7992 4.2815 8.5393
O18 -0.7943 4.4825 9.7593
O19 -0.4313 5.0806 7.6703
H48 -1.5804 2.3605 8.9359
H49 -2.1521 3.1388 7.4211
H50 -0.4770 2.4786 7.5232
C23 -4.1724 5.4672 -1.8664
N9 -5.1972 4.6638 -2.5863
O20 -5.3608 4.9016 -3.7886
O21 -5.8085 3.8172 -1.9239
H51 -3.7164 6.1686 -2.5682
H52 -4.6794 6.0022 -1.0609
H53 -3.4257 4.7735 -1.4744
C24 -4.7561 5.7915 6.3724
N10 -5.2855 4.4928 6.8693
O22 -4.4634 3.6685 7.2857
O23 -6.5116 4.3376 6.8272
H54 -3.6683 5.7894 6.4682
H55 -5.0510 5.8886 5.3255
H56 -5.1956 6.5821 6.9840
C25 0.7111 -9.7688 -2.1973
N11 1.2038 -8.4459 -1.7270
O24 1.2088 -8.2449 -0.5071
O25 1.5717 -7.6468 -2.5960
H57 0.4227 -10.3669 -1.3304
H58 -0.1491 -9.5886 -2.8452
H59 1.5260 -10.2488 -2.7431
C26 3.0018 0.8783 9.8303
N12 4.0778 0.7010 8.8180
O26 5.0303 1.4882 8.8607
O27 3.9357 -0.2235 8.0093
H60 3.2569 1.7237 10.4726
H61 2.0713 1.0699 9.2919
H62 2.9416 -0.0438 10.4121
C27 -3.3891 -9.2120 1.2109
N13 -2.9581 -8.6320 -0.0898
O28 -2.3248 -9.3678 -0.8555
O29 -3.2678 -7.4544 -0.3051
H63 -3.0504 -10.2487 1.2650
H64 -2.9343 -8.6157 2.0045
H65 -4.4792 -9.1600 1.2498
C28 3.0790 12.0279 1.1503
N14 2.0495 12.9745 0.6424
O30 1.3844 13.5915 1.4824
O31 1.9383 13.0713 -0.5854
H66 3.0664 12.0447 2.2420
H67 2.8253 11.0337 0.7768
H68 4.0476 12.3598 0.7707

Force components x, y, z for each atom (eV/Å):
0.8 0.5 0.7
0.1 -1.7 -0.6
-0.9 -1.5 -0.5
-0.1 0.5 -0.1
-0.7 0.7 0.0
-0.8 -0.5 -0.4
0.0 -0.4 0.3
0.1 -0.6 -0.7
1.6 -0.1 0.4
0.1 -0.1 0.0
0.7 0.5 -0.4
-1.3 1.7 1.0
-1.7 -0.2 0.6
0.1 -2.0 2.5
3.2 -1.5 1.1
-7.1 2.2 -4.5
0.8 1.1 -0.5
-2.4 -0.6 0.6
0.1 2.3 0.0
-0.1 -1.5 -2.2
0.8 1.7 -1.5
-0.7 1.3 1.8
1.1 1.3 2.0
1.7 0.1 -1.5
2.2 -1.1 -0.6
-1.5 -1.5 -0.8
2.2 0.8 0.9
-0.1 -2.4 1.0
0.2 2.3 -1.1
0.2 0.5 2.4
-1.4 1.0 1.9
-0.7 1.6 -2.0
-2.4 -0.3 0.9
1.2 -1.4 1.6
0.1 1.8 -1.9
-2.4 -0.6 -0.4
2.2 0.3 -0.7
0.3 -0.8 2.3
1.9 -1.3 -0.3
0.4 -2.7 -0.6
1.6 0.2 1.8
0.8 2.1 -0.8
0.1 -1.8 -1.8
-0.1 0.1 0.0
-0.6 -0.4 0.1
1.3 -0.5 -1.0
-1.0 1.4 1.1
0.0 -0.3 -0.1
-0.4 0.0 -0.4
0.1 -0.2 0.2
0.0 -0.1 0.0
-0.4 -1.0 0.2
-1.3 0.9 -0.5
1.8 0.1 0.2
-0.3 -0.1 0.0
-0.1 0.0 0.2
-0.1 -0.5 -0.3
0.0 -0.3 0.1
0.1 0.8 -0.5
-0.1 1.0 1.6
0.4 -1.7 -0.7
0.0 0.3 0.0
-0.2 0.0 -0.1
0.2 0.1 0.0
0.3 0.2 0.0
0.1 -1.0 0.3
-1.5 1.1 -0.6
1.6 0.0 0.1
-0.3 -0.1 0.0
-0.1 0.0 0.2
0.0 -0.2 -0.2
0.2 -0.1 0.2
-0.8 0.7 -0.2
0.8 -0.7 -1.4
0.0 0.0 1.8
-0.1 0.1 -0.3
0.1 0.2 -0.1
-0.2 -0.2 0.0
-0.2 0.3 0.1
0.4 -0.3 -0.9
0.5 -1.0 1.3
-1.0 1.4 -0.3
0.2 -0.3 0.0
0.2 0.1 0.0
-0.2 -0.2 -0.1
0.1 -0.2 -0.3
-0.7 0.2 0.6
1.4 1.3 1.1
-0.3 -0.8 -1.6
0.0 0.1 0.2
0.0 -0.2 0.2
-0.1 0.2 0.0
-0.1 -0.3 0.1
0.3 0.7 0.5
0.1 0.0 -1.8
-0.5 -0.9 1.3
0.1 0.3 -0.2
0.2 0.0 0.1
-0.1 0.2 0.0
0.2 0.1 -0.1
-0.8 -0.5 -0.6
0.1 -0.5 1.7
0.8 1.2 -1.1
-0.2 -0.2 0.1
0.1 -0.2 -0.1
-0.3 0.1 0.0
0.3 0.2 0.0
-0.7 -0.9 0.3
-1.2 0.9 -0.5
2.0 0.1 0.1
-0.3 -0.1 0.0
-0.1 0.0 0.2
0.0 -0.2 -0.2
-0.1 -0.3 0.1
0.3 0.9 0.3
0.1 -0.1 -1.7
-0.5 -1.0 1.4
0.1 0.3 -0.2
0.2 0.0 0.1
-0.2 0.2 0.0
-0.1 0.2 0.3
0.9 0.1 -0.7
-1.3 -1.3 -0.3
0.3 1.3 1.0
0.0 -0.2 -0.2
0.2 -0.2 0.1
-0.1 0.1 -0.2
0.0 -0.3 0.2
0.2 0.5 -0.9
-0.8 1.2 0.8
0.4 -2.0 0.2
0.0 0.3 -0.1
-0.2 0.0 -0.2
0.2 0.1 0.0
0.1 -0.1 0.2
-0.8 0.8 -0.3
0.8 -0.8 -1.4
0.0 0.0 1.8
-0.1 0.1 -0.3
0.1 0.2 0.0
-0.2 -0.1 -0.1

The value obtained for the HOMO energy is -9.41 eV. The calculation puts the total energy at -114425.178 eV. The value obtained for the molar mass is 1096.92 g mol⁻¹.

Results of the Löwdin charge analysis, in e, for atoms 1 through 99: -0.1085, -0.2672, -0.2124, -0.1687, -0.1997, -0.2049, -0.1949, -0.1947, -0.1982, -0.1773, -0.1671, -0.2625, -0.1271, -0.0818, -0.2257, -0.0537, -0.0354, 0.1063, 0.0775, 0.0971, 0.1110, 0.1112, 0.1229, 0.1067, 0.1201, 0.0776, 0.1125, 0.1056, 0.1084, 0.0802, 0.1004, 0.1143, 0.1114, 0.0973, 0.1057, 0.1184, 0.1114, 0.1148, 0.1379, 0.1069, 0.1415, 0.1291, 0.1371, 0.0475, -0.3887, 0.0473, 0.0279, 0.1022, 0.0727, 0.1142, 0.0197, -0.4201, 0.0444, 0.0513, 0.0915, 0.1006, 0.0779, 0.0515, -0.3996, 0.0214, 0.0604, 0.0974, 0.1070, 0.1073, 0.0464, -0.4138, 0.0588, 0.0224, 0.1000, 0.1025, 0.0984, 0.0345, -0.4272, 0.0510, 0.0446, 0.0931, 0.1043, 0.0772, 0.0256, -0.4274, 0.0470, 0.0440, 0.0844, 0.0976, 0.1035, 0.0601, -0.3873, 0.0133, 0.0514, 0.0939, 0.1035, 0.1052, 0.0394, -0.4203, 0.0515, 0.0336, 0.1008, 0.0739, 0.0772